[1]
Formula: C4H14O2
Source: the Open Molecules 2025 dataset
Level of theory: wB97M-V/def2-TZVPD

Cartesian coordinates (Å):
C -0.178226 0.761543 -1.496322
C 0.089611 -0.616990 -1.018406
C 1.254929 -0.637864 0.027736
C 1.053298 -1.589089 1.246348
H 0.414438 1.387792 -0.779622
H -1.290672 1.079419 -1.558464
H 0.348405 0.809520 -2.437239
H 0.230755 -1.443099 -1.862557
H -0.905189 -1.077149 -0.619511
H 1.581493 0.411224 0.382623
H 2.101119 -1.054963 -0.492985
H 1.544837 -1.272205 2.131564
H 1.456723 -2.568178 0.851056
H 0.089511 -2.011273 1.369516
O -2.374166 -0.627715 1.274103
H -2.213914 0.199831 1.760847
H -2.294951 -0.472755 0.299328
O -0.437380 3.207117 0.560003
H 0.295551 3.245678 -0.123573
H -0.766180 2.269148 0.485550

Forces on atoms 1 to 6 (eV/Å):
-0.30 1.24 0.00
-1.80 -3.78 0.54
-0.41 0.28 0.65
0.91 -1.83 -2.84
-1.00 -0.07 -1.00
1.98 -0.45 -0.10

As for the HOMO energy: -10.866 eV. The value obtained for the largest force on an atom is 4.22 eV/Å. As for the SMILES: CCCC.O.O. The electronic energy comes out at -8468.348 eV. As for the multiplicity: 1. For the LUMO energy, the calculation gives 0.6 eV. Its charge is 0. The calculation puts the HOMO-LUMO gap at 11.50 eV.



[2]
Formula: C4H14O2S
Source: the Open Molecules 2025 dataset
Level of theory: wB97M-V/def2-TZVPD

Cartesian coordinates (Å):
C 1.618756 -2.100250 0.304849
C 0.745300 -0.786079 0.612931
C 1.759508 0.436887 0.376100
S 1.339403 1.195511 -1.169244
C 0.260255 2.489427 -0.491184
H 2.551970 -2.011719 0.877662
H 1.096163 -2.982694 0.619814
H 1.900607 -2.067464 -0.779434
H 0.621999 -0.972462 1.670998
H -0.257140 -0.741953 0.398594
H 2.717934 0.012005 0.506672
H 1.595522 1.319439 1.040559
H -0.237165 2.162242 0.387519
H 0.806263 3.413931 -0.350593
H -0.412688 2.749998 -1.263147
H -3.859181 2.558510 0.220339
H -4.603135 3.907231 -0.244031
O -4.124418 3.429537 0.573739
H -1.727326 -3.639232 -1.520317
H -0.728215 -4.055660 -0.434308
O -1.064402 -4.317199 -1.337520

Forces on atoms 1 to 6 (eV/Å):
-0.37 2.17 -1.53
4.26 -1.72 1.88
-2.77 0.77 1.07
-0.08 0.41 0.30
0.85 -0.22 -1.14
-0.37 -0.11 -0.04

As for the HOMO energy (spin up / spin down): -14.111 / -14.111 eV. The value obtained for the largest force on an atom is 4.96 eV/Å. The electronic energy comes out at -19295.297 eV. As for the multiplicity: 2. For the LUMO energy (spin up / spin down), the calculation gives -3.4 / -8.3 eV. Its charge is +1. The calculation puts the HOMO-LUMO gap (spin up / spin down) at 10.66 / 5.76 eV.



[3]
Formula: C4H14O2S2
Source: the Open Molecules 2025 dataset
Level of theory: wB97M-V/def2-TZVPD

Cartesian coordinates (Å):
C -1.086394 -0.116485 -0.401552
C -0.371293 -1.463096 -0.443306
S 1.421408 -1.467862 -0.325559
S 1.824875 -2.100079 1.602470
C 1.183328 -0.868711 2.813608
C 1.093260 0.616103 2.551049
H -1.384540 0.153950 0.620594
H -2.041494 -0.149092 -0.930308
H -0.330053 0.591009 -0.750853
H -0.705545 -2.087183 -1.277597
H -0.764777 -2.101084 0.360010
H 0.224913 -1.245454 3.196295
H 1.863225 -1.149606 3.642703
H 1.952724 1.263501 2.694042
H 0.296337 1.052707 3.175889
H 0.751402 0.825777 1.526821
O 0.316163 0.789877 -3.696452
H 0.183924 0.123934 -3.014378
H 1.172811 1.214880 -3.615786
O -2.208759 1.832857 -2.678150
H -2.093746 2.582057 -2.071796
H -1.297763 1.702008 -2.977735

Forces on atoms 1 to 6 (eV/Å):
0.34 -0.26 0.59
-1.51 -1.52 0.68
0.12 0.26 0.54
-0.20 0.48 -0.47
0.36 -0.88 1.05
-0.89 0.77 -0.60

As for the HOMO energy: -8.654 eV. The value obtained for the largest force on an atom is 2.25 eV/Å. As for the SMILES: CCSSCC.O.O. The electronic energy comes out at -30140.200 eV. As for the multiplicity: 1. For the LUMO energy, the calculation gives 0.4 eV. Its charge is 0. The calculation puts the HOMO-LUMO gap at 9.06 eV.



[4]
Formula: C4H14O3
Source: the Open Molecules 2025 dataset
Level of theory: wB97M-V/def2-TZVPD

Cartesian coordinates (Å):
C 0.791271 2.050601 -0.143006
C 0.042353 0.916667 -0.607287
C -1.171183 1.172658 -1.280544
C -1.945189 -0.187557 -1.512606
H 1.631867 1.865626 0.480094
H 1.114927 2.511582 -1.076956
H 0.226179 2.808310 0.357922
H 0.393114 -0.175502 -0.569864
H -1.407983 2.160378 -1.776582
H -3.081247 -0.096372 -1.153063
H -2.131460 -0.537292 -2.507101
H -1.459050 -0.830430 -0.846499
H -0.093206 0.008173 2.696707
H -0.252999 -1.248704 3.374705
O -0.431821 -0.861780 2.528035
H 3.278646 -0.327333 0.553961
H 2.093963 -1.254166 0.341672
O 2.792596 -0.784626 -0.189517
H -0.545269 -3.045304 0.163249
H -0.004662 -1.817007 1.029844
O 0.159150 -2.327921 0.136836

Forces on atoms 1 to 6 (eV/Å):
1.36 1.38 -0.67
-4.15 -1.22 -2.05
2.37 -2.80 0.19
-3.19 3.43 0.66
0.82 -0.45 0.36
0.68 0.50 0.07

As for the HOMO energy (spin up / spin down): 0.509 / -5.262 eV. The value obtained for the largest force on an atom is 4.79 eV/Å. The electronic energy comes out at -10514.917 eV. As for the multiplicity: 2. For the LUMO energy (spin up / spin down), the calculation gives 3.9 / 3.7 eV. Its charge is -1. The calculation puts the HOMO-LUMO gap (spin up / spin down) at 3.38 / 8.96 eV.



[5]
Formula: C4H14O3
Source: the Open Molecules 2025 dataset
Level of theory: wB97M-V/def2-TZVPD

Cartesian coordinates (Å):
C -0.173217 0.959846 -1.653468
C 0.330869 0.142365 -0.760515
C 1.582461 0.466125 0.017854
C 2.778501 -0.359991 -0.492357
H -1.023699 0.622382 -2.228336
H 0.266247 1.941249 -1.812275
H -0.106060 -0.837649 -0.609849
H 1.412077 0.300140 1.082978
H 1.830846 1.524968 -0.137016
H 2.831811 -1.337617 -0.008244
H 3.729796 0.154417 -0.330445
H 2.691866 -0.504772 -1.562934
O -1.297903 1.906114 1.688684
H -0.644451 2.612478 1.724278
H -1.610536 1.912139 0.774918
O -2.646089 -2.658022 -0.499100
H -1.799355 -2.993274 -0.831981
H -2.389107 -2.082817 0.241170
O -1.857743 -0.952787 1.723343
H -2.678658 -0.586669 2.069061
H -1.227658 -0.228625 1.604233

Forces on atoms 1 to 6 (eV/Å):
-0.51 0.19 -0.40
0.93 -0.18 0.76
0.09 0.06 -0.37
0.04 -0.02 0.30
-0.11 0.34 -0.21
-0.17 -0.08 -0.17

As for the HOMO energy: -10.110 eV. The value obtained for the largest force on an atom is 1.22 eV/Å. As for the SMILES: C=CCC.O.O.O. The electronic energy comes out at -10517.065 eV. As for the multiplicity: 1. For the LUMO energy, the calculation gives 0.5 eV. Its charge is 0. The calculation puts the HOMO-LUMO gap at 10.63 eV.



[6]
Formula: C4H14O3
Source: the Open Molecules 2025 dataset
Level of theory: wB97M-V/def2-TZVPD

Cartesian coordinates (Å):
C 2.422764 0.547330 0.420417
C 1.637215 0.080096 1.375041
C 0.144439 -0.073630 1.180577
C -0.590125 0.047907 2.504613
H 3.506922 0.430145 0.406566
H 2.123673 0.845318 -0.583076
H 2.039593 -0.309049 2.305304
H -0.183186 0.724898 0.507865
H -0.106635 -0.974663 0.631883
H -0.413458 -0.818835 3.146223
H -0.230570 0.921293 3.053497
H -1.668641 0.188207 2.410315
O 0.129615 1.087354 -3.115967
H -0.148357 0.163909 -3.157140
H 0.853496 1.212153 -3.740450
O -1.364561 -2.666741 -1.186152
H -1.090388 -2.698828 -0.265848
H -2.280997 -2.375427 -1.194027
O -1.983614 1.293150 -1.398666
H -1.365906 0.558466 -1.296578
H -1.431284 1.816949 -2.004402

Forces on atoms 1 to 6 (eV/Å):
1.18 -0.59 -0.87
-0.52 -0.46 -0.66
0.07 1.15 0.14
-0.25 0.03 0.36
-0.08 0.31 0.78
-0.75 0.14 0.33

As for the HOMO energy: -9.669 eV. The value obtained for the largest force on an atom is 1.58 eV/Å. As for the SMILES: C=CCC.O.O.O. The electronic energy comes out at -10516.601 eV. As for the multiplicity: 1. For the LUMO energy, the calculation gives 0.5 eV. Its charge is 0. The calculation puts the HOMO-LUMO gap at 10.16 eV.



[7]
Formula: C4H14O3S
Source: the Open Molecules 2025 dataset
Level of theory: wB97M-V/def2-TZVPD

Cartesian coordinates (Å):
O 2.094260 -0.166739 2.835037
C 0.887059 -0.125010 1.975950
C 1.354878 -0.291528 0.516282
C 1.335101 1.036799 -0.260857
C 0.327978 1.095972 -1.447566
S -1.175381 1.886792 -0.764198
H 2.264651 0.746054 3.081388
H 0.370827 -0.970466 2.436112
H 0.318943 0.788662 2.170444
H 0.933803 -1.138501 -0.055500
H 2.370224 -0.661753 0.668107
H 2.341981 1.313687 -0.568961
H 0.958971 1.758333 0.453447
H 0.698168 1.880618 -2.100334
H 0.228459 0.181491 -2.027201
H -1.741629 2.384842 -1.861162
O -0.209144 -2.274186 -1.334556
H -0.769688 -2.502624 -2.087195
H -0.783977 -1.823204 -0.706564
O -2.736817 -2.274817 -0.549993
H -3.532862 -1.985877 -0.060331
H -2.755559 -3.196150 -0.288929

Forces on atoms 1 to 6 (eV/Å):
-0.74 0.92 -0.33
1.16 -1.22 0.86
0.11 -0.59 0.23
-0.65 -0.97 -0.10
0.89 1.44 0.21
-0.35 -0.64 0.32

As for the HOMO energy: -8.942 eV. The value obtained for the largest force on an atom is 1.89 eV/Å. As for the SMILES: OCCCCS.O.O. The electronic energy comes out at -21351.639 eV. As for the multiplicity: 1. For the LUMO energy, the calculation gives 0.4 eV. Its charge is 0. The calculation puts the HOMO-LUMO gap at 9.35 eV.



[8]
Formula: C4H14O3S
Source: the Open Molecules 2025 dataset
Level of theory: wB97M-V/def2-TZVPD

Cartesian coordinates (Å):
O -1.382443 2.870868 1.303187
C -0.956493 1.526832 1.775561
C -1.284915 0.416040 0.758216
C -1.209854 -1.007993 1.464864
C -0.094470 -1.924772 0.969681
S 1.485284 -1.244062 1.324114
H -2.271552 3.205502 1.515757
H 0.178681 1.704234 1.645357
H -1.314113 1.190403 2.763681
H -0.455618 0.421047 0.024463
H -2.128714 0.713745 0.082733
H -2.098798 -1.560898 1.345784
H -1.126516 -0.863065 2.599959
H -0.156280 -3.025892 1.209482
H -0.045537 -1.871625 -0.116608
H 2.225470 -1.230606 0.229770
O 0.866252 0.577168 -3.727274
H 0.142934 0.304005 -4.357658
H 0.929891 1.549088 -3.983857
O 3.282371 -0.692927 -2.416453
H 2.840795 0.120416 -2.416513
H 2.573631 -1.177505 -1.994249

Forces on atoms 1 to 6 (eV/Å):
-0.01 -0.72 0.47
1.06 1.48 -1.86
0.98 -0.41 -0.55
0.27 1.11 1.09
-0.09 -0.77 -1.73
1.61 0.86 2.35

As for the HOMO energy: -9.079 eV. The value obtained for the largest force on an atom is 2.97 eV/Å. As for the SMILES: OCCCCS.O.O. The electronic energy comes out at -21350.990 eV. As for the multiplicity: 1. For the LUMO energy, the calculation gives 0.4 eV. Its charge is 0. The calculation puts the HOMO-LUMO gap at 9.48 eV.



[9]
Formula: C4H14O4
Source: the Open Molecules 2025 dataset
Level of theory: wB97M-V/def2-TZVPD

Cartesian coordinates (Å):
C 0.427720 0.406797 2.765736
C 0.104279 0.182655 1.301464
C -0.003185 -1.310373 1.140722
C 1.027415 0.772547 0.230178
O -0.421776 0.611911 3.547356
H 1.423448 0.290659 3.120062
H -0.906814 0.776280 1.256164
H -0.343005 -1.732912 0.203174
H -0.543821 -1.948623 1.830697
H 0.954054 -1.782523 1.319834
H 0.925323 0.397455 -0.777141
H 2.028604 0.912256 0.650852
H 0.949171 1.863189 -0.132890
H 0.913002 -0.995611 -2.770708
H 0.749306 -1.328575 -1.413932
O 1.088631 -1.680313 -2.252458
H -1.218477 -0.806990 -2.151406
H -2.183564 -0.553465 -1.076273
O -1.723053 -0.139335 -1.767312
H -1.463236 1.396383 -1.345961
H -0.771470 2.457609 -2.271066
O -1.012562 2.210971 -1.407086

Forces on atoms 1 to 6 (eV/Å):
0.10 -0.18 -0.83
-3.48 2.07 -2.45
0.53 -2.20 1.02
1.56 3.47 0.67
-0.91 0.37 0.99
1.72 -0.13 0.50

As for the HOMO energy (spin up / spin down): -14.111 / -14.109 eV. The value obtained for the largest force on an atom is 6.35 eV/Å. The electronic energy comes out at -12552.987 eV. As for the multiplicity: 2. For the LUMO energy (spin up / spin down), the calculation gives -6.0 / -9.9 eV. Its charge is +1. The calculation puts the HOMO-LUMO gap (spin up / spin down) at 8.15 / 4.23 eV.



[10]
Formula: C4H14O6
Source: the Open Molecules 2025 dataset
Level of theory: wB97M-V/def2-TZVPD

Cartesian coordinates (Å):
O 1.979212 -2.870947 -0.228223
C 1.331799 -2.039919 0.329958
O 0.383879 -2.432631 1.241264
C 1.187866 -0.573266 0.063876
C 0.168717 -0.523200 -1.071346
C -0.142493 1.018935 -1.406852
O -1.207731 1.486724 -0.685175
H 0.513891 -3.390454 1.241439
H 0.748790 -0.152540 0.975376
H 2.063500 0.014509 -0.190367
H -0.806779 -0.978645 -0.911176
H 0.688752 -1.006580 -1.903394
H -0.375179 1.028970 -2.488875
H 0.731149 1.643314 -1.216461
H -2.037497 0.981315 -0.926939
H -1.070351 0.992638 2.356077
H -0.634398 1.816791 1.134359
O -0.363743 1.529432 2.029851
H -3.846133 -0.500666 -1.796859
H -2.643871 -0.271054 -2.708070
O -3.143495 0.122659 -1.953714
H 1.521747 1.748724 2.448254
H 2.476476 0.886342 3.220716
O 2.475886 1.469553 2.446278

Forces on atoms 1 to 6 (eV/Å):
0.73 0.71 -0.32
-1.21 -1.65 0.69
0.87 0.58 -0.61
-1.27 1.56 0.42
0.81 -0.75 -0.26
-0.08 1.09 0.08

As for the HOMO energy (spin up / spin down): -13.870 / -13.866 eV. The value obtained for the largest force on an atom is 2.16 eV/Å. The electronic energy comes out at -16650.392 eV. As for the multiplicity: 2. For the LUMO energy (spin up / spin down), the calculation gives -3.4 / -9.8 eV. Its charge is +1. The calculation puts the HOMO-LUMO gap (spin up / spin down) at 10.52 / 4.07 eV.